This record from the Open Molecules 2025 dataset describes a structure of composition C23H24F6N3OSbY in a non-equilibrium geometry. The level of theory is ωB97M-V/def2-TZVPD.

Geometry as XYZ:
```
59
Properties=species:S:1:pos:R:3:forces:R:3
Y -0.06700 0.09060 0.09540 -1.23 1.10 1.37
C 3.74750 -2.56200 0.14120 -0.08 0.02 -0.19
C 2.40950 -1.97930 0.41690 1.02 -0.64 -0.25
N 1.67620 -1.44820 -0.50990 -1.61 1.44 0.02
N 1.96360 -1.40670 -1.78410 2.25 -2.16 0.12
C 1.38540 -0.40950 -2.48580 -1.02 1.18 -0.82
O 0.50370 0.31210 -1.93490 0.76 -0.08 -1.47
C 1.78370 -0.25750 -3.87350 -0.14 -0.06 0.46
C 2.83130 -1.03230 -4.39790 0.02 -0.21 0.15
C 3.22690 -0.86860 -5.70590 -0.16 -0.04 -0.14
C 2.54750 0.03420 -6.52320 0.14 -0.15 0.33
C 1.51140 0.81290 -6.00870 -0.14 0.09 0.12
C 1.13030 0.67840 -4.69120 0.11 0.18 -0.04
C 1.87630 -1.90050 1.77680 -0.22 0.03 0.57
C 2.57600 -2.41490 2.86900 -0.12 0.11 -0.50
C 2.07720 -2.22670 4.14810 -0.36 0.14 -0.02
C 0.86160 -1.57860 4.29550 0.35 -0.21 -0.05
C 0.20740 -1.11730 3.16110 -0.09 0.09 -0.15
N 0.69540 -1.24110 1.92430 0.45 -0.51 0.69
H 3.93700 -2.55620 -0.92830 0.05 -0.03 0.03
H 3.78170 -3.58780 0.50720 0.04 -0.06 0.06
H 4.53300 -1.99730 0.64530 0.00 0.02 0.04
H 3.28830 -1.76620 -3.75210 0.17 -0.04 -0.10
H 4.02870 -1.46560 -6.11030 0.08 -0.04 -0.02
H 2.82950 0.12790 -7.55970 0.04 0.06 -0.12
H 1.01910 1.53270 -6.64430 -0.08 0.02 -0.04
H 0.35410 1.29780 -4.26860 -0.09 0.03 -0.01
H 3.49980 -2.95250 2.72750 0.10 0.03 -0.07
H 2.62760 -2.57870 5.00630 0.02 -0.08 0.08
H 0.43190 -1.42450 5.27190 -0.09 0.05 0.06
H -0.74110 -0.60400 3.26760 0.06 0.05 -0.10
C -2.42340 0.67570 -2.90560 0.06 0.06 0.02
C -2.46370 0.18680 -1.49100 -0.11 -0.54 0.13
C -3.05400 0.97400 -0.49870 0.28 -0.32 0.07
C -3.19040 0.52140 0.81860 0.16 -0.16 -0.31
C -3.88600 1.36550 1.82790 -0.09 0.13 0.09
C -2.72850 -0.76310 1.13960 0.26 -0.05 -0.41
C -2.12930 -1.58960 0.17890 -0.72 -0.03 -0.74
C -1.83770 -3.03060 0.48350 0.01 0.01 0.02
C -1.97820 -1.09540 -1.14400 -1.03 -0.28 0.26
H -3.44000 0.82750 -3.27160 0.00 -0.05 -0.01
H -1.91830 -0.03360 -3.55920 -0.01 0.06 -0.02
H -1.91830 1.64150 -2.95080 0.04 -0.02 -0.07
H -3.47040 1.93420 -0.77640 0.11 0.11 0.06
H -4.95280 1.39020 1.59890 -0.04 -0.01 0.04
H -3.53240 2.39580 1.79530 0.04 -0.01 0.03
H -3.76040 0.97240 2.83230 -0.02 0.03 0.08
H -2.93920 -1.17230 2.11960 0.16 0.06 0.13
H -2.73130 -3.61740 0.26830 -0.01 -0.05 -0.02
H -1.60060 -3.17590 1.53370 0.07 -0.06 0.08
H -1.03330 -3.42890 -0.13260 0.06 -0.02 0.00
H -1.67700 -1.78250 -1.93660 0.22 0.21 0.20
F -0.37360 2.37030 -0.44200 1.21 0.79 1.46
Sb 0.72760 3.09010 1.16600 -0.69 -1.99 -0.52
F 1.77690 1.30330 0.66760 -0.84 1.55 0.31
F 1.82760 4.03630 -0.03820 -0.79 -0.62 1.20
F 1.62550 3.02250 2.83320 -0.65 0.26 -1.51
F -0.59500 4.35460 1.59970 1.01 -0.87 -0.33
F -0.50120 1.47660 1.86030 1.08 1.45 -0.25
```
Forces are in eV/Å.

Its energy above the lowest of the compared OMol25 structures with the same formula, charge and spin is 34.1 kcal per mole. The charge is +2. For the frontier orbital gap (spin up / spin down), the calculation gives 7.476 / 5.738 eV. Its spin multiplicity is 2. As for the expectation value of S²: 0.7770.

This record from the Open Molecules 2025 dataset describes the ion C3H9NO4PS with charge +1 in a non-equilibrium geometry. The level of theory is ωB97M-V/def2-TZVPD.

Geometry as XYZ:
```
19
Properties=species:S:1:pos:R:3:forces:R:3
C -1.23557 -1.31394 1.13299 2.44 -0.09 3.22
C -1.52731 -0.39707 0.05271 1.78 1.97 2.75
N -1.01946 0.81755 0.08665 -2.04 -2.00 -1.91
C -1.28817 1.83410 -0.93304 1.63 0.44 0.38
O -0.07341 1.05482 1.03590 -1.35 0.42 1.21
S 1.41864 1.49984 0.52333 1.19 -0.60 -1.50
P 1.69027 -0.48829 -0.34338 1.84 2.10 1.00
O 0.48907 -0.98079 -0.96926 -0.42 -0.58 -1.35
O 2.08266 -1.30699 0.91645 0.87 -0.59 0.56
O 3.02928 -0.24996 -1.15958 -0.60 -0.28 0.68
H -2.09045 -1.70052 1.69167 -0.30 0.34 -0.37
H -0.63525 -2.18987 0.90156 -0.31 -0.17 -0.84
H -0.50354 -0.81998 1.89635 -1.71 -0.79 -1.19
H -2.32201 -0.67408 -0.54261 -1.35 0.20 -2.01
H -1.55054 2.70411 -0.39613 -1.35 0.96 0.51
H -1.96231 1.49228 -1.70344 -0.20 -0.11 0.17
H -0.34708 2.21702 -1.34983 0.02 -0.89 -0.34
H 2.97491 -1.07825 1.24300 -0.37 -0.28 0.11
H 2.87026 -0.41996 -2.08334 0.26 -0.07 -1.06
```
Forces are in eV/Å.

The charge is +1. For the frontier orbital gap, the calculation gives 9.839 eV.

This record from the Open Molecules 2025 dataset describes a cluster of 7 separate species, C18H48ClO10 in total in a non-equilibrium geometry. The level of theory is ωB97M-V/def2-TZVPD.

Geometry as XYZ:
```
77
Properties=species:S:1:pos:R:3:forces:R:3
Cl 13.50442 11.28413 8.19649 -1.40 -0.98 1.52
O 12.29908 10.63204 7.68908 0.56 0.52 -0.36
O 13.15093 12.56347 8.79820 0.24 -0.38 -0.24
O 13.99260 10.37567 9.27020 0.54 1.19 -1.29
O 14.45071 11.50804 7.13266 0.14 -0.42 0.48
C 17.97145 12.04812 7.44944 -0.34 0.34 1.42
C 17.71362 10.84078 8.37928 -0.01 -0.25 -0.46
C 18.90899 9.90113 8.48753 0.96 1.40 -1.45
O 17.44798 11.15217 9.73017 -1.08 0.82 0.56
H 17.00484 12.47835 7.09966 0.78 -0.16 0.27
H 18.53429 11.66517 6.62975 0.32 -0.11 -0.97
H 18.60248 12.80734 7.96335 -0.49 -0.44 -0.36
H 16.87128 10.33452 7.89767 -0.13 -0.32 0.40
H 19.16962 9.52311 7.46274 -0.01 0.13 1.03
H 18.74590 9.12180 9.19038 -0.41 -0.85 0.36
H 19.75294 10.50262 8.90668 -0.35 -0.43 -0.50
H 16.51938 11.43316 9.87207 0.66 -0.31 -0.41
C 7.93341 10.98155 9.35823 -2.41 -1.09 -0.43
C 7.91839 12.29729 8.60121 -0.15 0.22 -0.57
C 8.65023 12.31799 7.24114 0.55 -2.21 2.13
O 6.57705 12.78128 8.45451 -0.13 0.45 -0.45
H 7.59036 10.99736 10.40420 0.15 0.73 -0.28
H 8.90931 10.59618 9.36452 1.44 -0.56 -0.03
H 7.24852 10.17822 8.92914 0.87 1.05 -0.05
H 8.43670 12.99233 9.20253 0.72 0.94 1.06
H 9.57291 11.71650 7.39135 -0.51 0.08 -0.46
H 9.01952 13.26147 6.95080 -0.12 1.38 -0.39
H 7.98003 11.85535 6.55645 -0.20 -0.31 -1.05
H 6.63185 13.57858 7.88872 -0.12 -0.69 0.51
C 15.18435 8.07758 6.05410 -1.38 1.27 -0.63
C 14.09854 7.46223 5.15753 -0.28 -0.02 1.09
C 13.89662 5.96870 5.46920 -1.25 0.48 -0.76
O 12.85417 8.13910 5.36167 -0.07 -0.35 -0.63
H 16.13486 7.63955 5.84807 0.78 -0.27 0.00
H 14.91084 7.99120 7.10290 0.14 -0.12 0.15
H 15.18914 9.17109 5.79742 0.31 -0.87 0.37
H 14.42880 7.65097 4.13927 -0.22 -0.25 -0.39
H 14.82915 5.48599 5.47025 1.38 -0.83 -0.04
H 13.20629 5.38510 4.81636 0.46 0.79 0.04
H 13.47131 5.88164 6.45195 -0.02 0.07 0.46
H 12.89563 8.76844 6.08512 0.19 0.21 0.21
C 18.99039 15.11375 9.19523 0.91 0.10 -0.87
C 17.52722 15.12319 9.32172 -1.56 0.17 0.23
C 17.05115 14.95756 10.81795 1.51 1.50 -1.34
O 17.03565 16.35826 8.75986 1.44 -0.30 0.22
H 19.38274 16.04213 9.53534 0.45 0.73 0.97
H 19.34798 15.11033 8.16141 -0.34 -0.42 -0.13
H 19.39370 14.26317 9.71601 0.43 -0.25 0.27
H 17.13328 14.32255 8.67230 -0.19 -0.02 0.65
H 17.55092 15.72677 11.45304 -0.23 -0.24 -0.57
H 17.46482 14.02355 11.16038 -0.72 -0.69 0.30
H 15.99003 15.17496 10.85337 -0.23 -0.74 0.33
H 16.12098 16.33896 8.97106 -1.58 0.16 0.08
C 11.77912 16.41726 9.35331 0.25 -0.18 -1.65
C 13.00658 15.91956 8.57443 -0.35 -0.39 -1.31
C 13.77459 17.02070 7.80347 -0.19 -0.58 -0.23
O 14.02491 15.37832 9.40109 0.27 1.31 0.30
H 11.23832 15.64815 9.86197 0.22 -0.62 0.85
H 11.00937 16.79432 8.67830 0.22 0.24 -0.42
H 12.09646 17.23108 9.94326 0.11 0.83 1.26
H 12.64425 15.15273 7.84534 0.44 0.34 0.49
H 14.59747 16.51744 7.24542 -0.56 0.43 0.33
H 14.23202 17.66265 8.56613 -0.12 0.22 -0.32
H 13.16123 17.59756 7.07942 0.27 -0.27 0.60
H 13.90871 14.46264 9.58571 -0.51 -1.38 -0.05
C 10.55768 7.45829 9.44413 -0.31 -0.42 -1.38
C 11.94012 7.16600 9.96848 -0.52 -0.52 1.60
C 12.95959 6.97028 8.91462 -0.51 -0.28 -1.30
O 12.42671 8.07246 10.94995 -0.56 -0.47 0.50
H 9.86404 7.76532 10.21757 -0.13 -0.59 0.47
H 10.27763 6.45871 8.93503 -0.22 1.84 0.56
H 10.50989 8.32021 8.76039 0.30 -0.48 -0.34
H 11.75304 6.23817 10.51384 0.52 -0.17 0.34
H 13.93709 6.83832 9.33247 0.52 -0.66 0.26
H 13.01022 7.93909 8.45484 0.11 0.49 -0.92
H 12.65991 6.19212 8.15575 0.46 0.83 0.91
H 12.81102 8.84038 10.53849 0.28 0.65 -0.58
```
Forces are in eV/Å.

Its energy above the lowest of the compared OMol25 structures with the same formula, charge and spin is 25.2 kcal per mole. The charge is -1. For the frontier orbital gap, the calculation gives 9.940 eV.

This record from the Open Molecules 2025 dataset describes a structure of composition CH2F3IrO in a non-equilibrium geometry. The level of theory is ωB97M-V/def2-TZVPD.

Geometry as XYZ:
```
8
Properties=species:S:1:pos:R:3:forces:R:3
H 1.54828 -1.06616 0.77376 0.59 -0.33 -1.23
Ir 3.39698 0.46185 -0.40112 0.16 1.70 -0.27
O 2.20712 -1.17783 0.03529 -1.44 -1.19 1.57
H 2.17495 -2.06069 -0.34073 -0.08 -0.22 0.05
C 1.36169 1.44975 0.03590 -1.41 1.55 -0.14
F 0.21631 0.63936 0.08380 0.93 -0.20 0.12
F 1.26245 2.17027 1.21457 0.54 -0.65 -0.32
F 0.98275 2.39258 -0.90937 0.72 -0.66 0.22
```
Forces are in eV/Å.

Its energy above the lowest of the compared OMol25 structures with the same formula, charge and spin is 0.0 kcal per mole. The charge is 0. For the frontier orbital gap (spin up / spin down), the calculation gives 7.168 / 8.332 eV. Its spin multiplicity is 5. As for the expectation value of S²: 6.0050.